Entry 1:
{"formula": "C9H14O", "method": "the ωB97M-V functional and the def2-TZVPD basis", "species": ["C", "C", "H", "H", "H", "H", "H", "H", "C", "C", "C", "C", "C", "C", "C", "O", "H", "H", "H", "H", "H", "H", "H", "H"], "positions_angstrom": [[-0.91048, -2.02780, -2.58269], [0.03598, -1.68766, -3.72988], [-1.39464, -1.14316, -2.34235], [-1.74609, -2.64181, -2.94839], [-0.33021, -2.43550, -1.71107], [-0.49897, -1.81095, -4.70065], [0.87572, -2.33874, -3.77171], [0.35216, -0.66709, -3.93054], [0.98327, -2.09195, 1.49970], [0.72340, 0.36170, 2.21173], [0.36935, -0.66744, 1.31950], [0.70690, 1.68124, 1.80136], [-0.25918, 1.85277, 0.71161], [-0.44912, -0.47788, 0.22699], [-0.86719, 0.85546, -0.01953], [-0.43483, 3.14814, 0.19203], [1.14881, 0.11423, 3.25272], [1.41946, 2.48028, 2.13438], [0.12824, -2.69534, 2.02281], [1.68713, -2.04726, 2.18117], [-0.53907, -1.16666, -0.48680], [0.44444, 3.58586, 0.38586], [-1.48751, 1.20994, -0.77481], [1.42164, -2.41973, 0.52043]], "forces_ev_per_a": [[1.092, -0.954, -0.582], [-1.176, -0.075, -2.053], [-0.799, 1.694, 1.156], [0.604, -0.530, 0.327], [-1.061, 0.191, -0.973], [0.150, -0.516, 0.418], [0.843, -0.450, -0.044], [0.276, 0.318, 1.208], [-5.285, 0.369, -2.119], [1.448, -2.648, 2.095], [0.728, -1.334, 0.502], [-2.041, 2.182, -2.167], [1.700, 0.801, 0.319], [0.824, 2.506, 2.514], [1.046, 0.852, 2.016], [1.427, 0.952, 0.553], [-0.307, 0.037, -1.697], [-0.914, -0.591, -0.264], [1.542, 0.167, -1.589], [3.832, 0.231, 3.304], [-0.469, -2.546, -2.100], [-1.562, -0.561, -0.277], [-1.051, 0.167, -1.480], [-0.847, -0.264, 0.932]], "lowdin_spin": [0.004, 0.003, 0.000, 0.001, 0.003, 0.000, 0.000, 0.001, 0.012, 0.224, 0.041, 0.261, 0.051, 0.153, 0.129, 0.010, 0.017, 0.040, 0.005, 0.002, 0.020, 0.011, 0.011, 0.003], "total_charge": -1, "spin_multiplicity": 2, "lumo_ev": [3.603, 3.561]}

---

Entry 2:
{"formula": "C27H24Cl2FeN2S2", "method": "the ωB97M-V functional and the def2-TZVPD basis", "species": ["Fe", "S", "C", "C", "C", "C", "C", "C", "C", "C", "C", "N", "H", "H", "H", "H", "H", "H", "C", "C", "C", "C", "C", "C", "C", "C", "S", "C", "N", "C", "C", "C", "C", "C", "C", "C", "C", "H", "H", "H", "H", "H", "H", "H", "H", "H", "H", "H", "H", "H", "H", "H", "H", "Cl", "C", "Cl", "H", "H"], "positions_angstrom": [[0.73986, -0.42501, 1.39402], [1.19274, -2.63627, 4.26650], [2.44899, -1.49602, 4.48028], [2.98864, -1.10011, 3.30411], [2.37087, -1.70588, 2.14629], [1.34691, -2.56491, 2.56149], [0.37984, -3.21329, 1.66471], [0.11376, -4.56651, 1.57026], [-0.82372, -4.97848, 0.63445], [-1.44871, -4.03797, -0.17244], [-1.12740, -2.70198, -0.00867], [-0.24700, -2.30596, 0.90726], [2.72898, -1.18078, 5.47274], [3.80415, -0.39584, 3.22874], [0.64290, -5.27357, 2.19365], [-1.05484, -6.02954, 0.52607], [-2.17322, -4.33222, -0.91761], [-1.57442, -1.92334, -0.61505], [-2.96522, 4.67584, -1.82178], [-3.21421, 3.24512, -1.32414], [-4.51190, 2.70640, -1.94305], [-3.39189, 3.29145, 0.19410], [-2.04762, 2.35223, -1.74435], [-1.73447, 2.21994, -3.10363], [-0.70189, 1.40928, -3.54284], [0.05263, 0.72289, -2.60520], [1.39640, -0.36230, -2.85063], [1.54162, -0.63053, -1.11105], [0.59922, 0.10660, -0.43420], [-0.22583, 0.85031, -1.24896], [-1.28506, 1.64942, -0.82115], [2.57748, -1.45003, -0.58367], [3.43404, -2.00648, -1.59347], [4.71248, -2.41599, -1.37226], [5.24846, -2.32750, -0.07977], [4.40820, -1.97644, 0.94815], [3.04750, -1.62802, 0.79693], [-3.78982, 5.32460, -1.52128], [-2.88709, 4.71700, -2.90774], [-2.04120, 5.07840, -1.40205], [-5.35436, 3.33873, -1.65739], [-4.71340, 1.69031, -1.59849], [-4.45944, 2.68962, -3.03153], [-4.23402, 3.93884, 0.44009], [-2.50848, 3.70509, 0.68929], [-3.60269, 2.30397, 0.61074], [-2.31598, 2.75712, -3.84065], [-0.48889, 1.31879, -4.59981], [-1.51946, 1.68486, 0.23466], [3.05191, -2.06620, -2.60407], [5.30390, -2.79780, -2.19324], [6.27017, -2.60993, 0.12896], [4.79334, -2.07517, 1.95531], [1.84365, 2.03667, 2.11165], [0.19763, 2.45232, 2.58885], [-0.70828, 0.94628, 2.95189], [-0.29951, 2.94556, 1.76120], [0.21376, 3.05644, 3.48780]], "forces_ev_per_a": [[-0.710, 0.189, 0.311], [-0.121, 0.149, -0.042], [0.099, -0.130, 0.055], [-0.112, 0.110, -0.007], [0.277, 0.093, -0.168], [0.056, 0.039, 0.010], [-0.037, -0.112, -0.030], [0.046, -0.026, 0.026], [-0.026, 0.018, -0.026], [0.031, -0.023, 0.028], [-0.023, 0.008, -0.026], [-0.033, 0.091, 0.032], [0.019, -0.023, 0.004], [-0.007, 0.001, -0.015], [-0.004, -0.004, -0.003], [0.001, -0.001, -0.002], [-0.001, 0.000, -0.003], [-0.003, 0.003, 0.006], [0.004, -0.012, 0.013], [-0.003, -0.001, -0.005], [0.013, 0.002, 0.010], [0.005, 0.003, -0.009], [-0.014, -0.009, 0.037], [0.008, -0.002, -0.031], [0.002, 0.004, -0.018], [0.017, -0.018, 0.027], [0.030, -0.014, 0.001], [-0.130, 0.054, -0.230], [0.505, -0.266, 0.087], [-0.099, 0.011, -0.005], [0.020, 0.002, 0.010], [-0.084, 0.106, 0.079], [-0.032, 0.012, -0.042], [0.054, 0.001, 0.079], [0.002, -0.024, -0.083], [-0.112, -0.083, 0.142], [0.345, -0.150, -0.235], [-0.001, 0.004, -0.003], [0.002, 0.005, -0.003], [-0.001, 0.005, -0.005], [-0.004, 0.000, -0.002], [-0.006, -0.001, -0.005], [-0.003, -0.002, -0.001], [-0.002, -0.001, 0.005], [0.000, -0.003, -0.001], [0.000, 0.001, 0.005], [0.001, -0.001, -0.001], [-0.003, 0.002, -0.001], [-0.003, 0.024, 0.018], [0.010, -0.014, 0.001], [0.005, -0.005, 0.000], [0.002, 0.000, -0.008], [-0.017, 0.025, 0.012], [0.030, 0.051, 0.011], [0.038, 0.029, 0.006], [-0.028, -0.076, -0.009], [-0.009, -0.014, -0.009], [0.003, -0.026, 0.013]], "lowdin_spin": [3.650, 0.039, 0.002, 0.015, 0.022, 0.062, 0.008, 0.004, -0.002, 0.005, 0.004, 0.052, 0.000, 0.000, 0.000, 0.000, 0.001, 0.000, 0.000, -0.001, 0.000, 0.000, 0.001, 0.030, 0.000, 0.027, 0.104, 0.223, 0.196, 0.011, 0.023, 0.071, 0.092, 0.009, 0.123, 0.002, 0.141, 0.000, 0.000, 0.000, 0.000, 0.000, 0.000, 0.000, 0.000, 0.000, 0.002, -0.001, 0.002, 0.008, -0.002, 0.008, -0.003, 0.031, 0.002, 0.036, 0.000, 0.001], "total_charge": 1, "spin_multiplicity": 6, "lumo_ev": [-2.900, -3.466]}

---

Entry 3:
{"formula": "C7H10O", "method": "the ωB97M-V functional and the def2-TZVPD basis", "species": ["C", "C", "C", "C", "O", "C", "C", "C", "H", "H", "H", "H", "H", "H", "H", "H", "H", "H"], "positions_angstrom": [[-0.38991, -2.36316, 1.21816], [-0.37635, -1.27879, 0.50324], [-1.22078, -0.99547, -0.76751], [-0.86681, 0.74066, -1.09816], [-1.15267, 1.47988, -0.04542], [0.21654, 1.03831, -0.13860], [1.27949, 2.20783, -0.28439], [0.61709, -0.13055, 0.69211], [0.15746, -2.36004, 2.18055], [-0.97838, -3.24928, 0.98080], [-1.01262, -1.67376, -1.62990], [-2.22375, -1.20254, -0.63542], [-0.87792, 0.88794, -2.27153], [2.15457, 1.88432, -0.85708], [1.55714, 2.55859, 0.75502], [0.84934, 3.03309, -0.82785], [0.75261, 0.08792, 1.85449], [1.51495, -0.66493, 0.37151]], "forces_ev_per_a": [[0.005, -1.154, 1.804], [-0.757, 2.011, -2.323], [2.837, 2.096, -0.868], [1.208, -6.421, -3.368], [-1.008, 1.946, 2.095], [1.632, 1.503, -1.071], [-1.052, -1.174, 0.978], [-0.533, -1.137, 3.118], [-0.119, -0.320, -0.722], [-0.002, 0.327, 0.071], [0.649, 0.750, 0.393], [-2.339, 0.197, 0.757], [-0.343, 0.799, 2.657], [-0.043, -0.141, 0.387], [-0.120, -0.405, -1.218], [-0.308, 0.301, -0.085], [-0.206, -0.174, -2.391], [0.498, 0.997, -0.214]], "lowdin_charge": [0.014, -0.326, -0.014, -0.216, 0.044, -0.412, 0.005, -0.097, 0.073, 0.066, 0.105, 0.057, 0.172, 0.074, 0.095, 0.064, 0.168, 0.129], "total_charge": 0, "smiles": "C=C1C[C@H]2O[C@@]2(C)C1", "lumo_ev": 0.974}

---

The evaluated relative energy (zero: lowest compared OMol25 entry of this formula, charge and spin) for the records listed, in turn: 50.9 21.7 74.0 kcal per mole.